Here is a structure of composition C26H17MnN8O11S in a non-equilibrium geometry from the Open Molecules 2025 dataset. Energies are from wB97M-V/def2-TZVPD.

Frontier orbital gap (spin up / spin down): 5.79 / 5.80 eV
HOMO (spin up / spin down): -4.91 / -4.93 eV
F_max: 3.5 eV/A
Electronic energy: -3815.68460 hartree
Total charge: -1
LUMO energy (spin up / spin down): 0.880 / 0.868 eV
2S+1: 6

```
64
C26H17MnN8O11S (wB97M-V/def2-TZVPD)
Mn 1.008 0.396 0.151
N -0.370 0.786 -4.319
C 0.178 0.456 -3.142
S 1.461 1.327 -2.435
N -0.377 -0.649 -2.595
N 0.143 -1.038 -1.437
C -0.323 -2.125 -0.831
C -1.461 -2.947 -1.336
C -1.497 -3.383 -2.669
C -2.557 -4.171 -3.120
C -3.645 -4.379 -2.283
C -3.668 -3.869 -0.986
C -2.553 -3.203 -0.495
C 0.370 -2.503 0.401
C 0.139 -3.708 1.097
C 0.912 -3.991 2.223
C 1.879 -3.089 2.641
C 2.055 -1.916 1.902
N 1.335 -1.639 0.809
H -0.129 1.647 -4.815
H -1.077 0.154 -4.698
H -0.710 -3.041 -3.344
H -2.569 -4.579 -4.139
H -4.515 -4.952 -2.639
H -4.539 -4.017 -0.362
H -2.543 -2.845 0.541
H -0.605 -4.433 0.738
H 0.791 -4.935 2.770
H 2.489 -3.259 3.511
H 2.843 -1.213 2.145
O 1.139 2.616 0.970
C 2.223 3.283 0.972
C 3.545 2.846 0.638
C 4.489 3.863 0.604
C 5.827 3.572 0.281
C 6.238 2.255 -0.103
C 5.280 1.274 -0.172
C 3.938 1.503 0.321
O 3.144 0.518 0.459
N 6.817 4.575 0.236
O 6.462 5.712 0.587
O 7.955 4.232 -0.136
H 2.169 4.327 1.332
H 4.153 4.871 0.878
H 7.288 2.065 -0.322
H 5.476 0.284 -0.584
O -6.609 2.128 1.587
N -5.791 1.476 2.263
O -6.006 0.903 3.343
C -4.504 1.397 1.718
C -4.314 1.962 0.455
C -3.017 1.922 -0.064
C -1.959 1.148 0.532
O -0.986 0.774 -0.191
C -2.184 0.669 1.882
C -3.477 0.733 2.429
N -1.184 0.088 2.663
O -1.494 -0.630 3.618
O 0.022 0.332 2.393
N -2.822 2.443 -1.376
O -1.656 2.587 -1.787
O -3.865 2.647 -2.020
H -5.117 2.440 -0.089
H -3.643 0.303 3.401
```

=====

Here is a structure of composition C26H18BaF5N6OS2 from the Open Molecules 2025 dataset. Energies are from wB97M-V/def2-TZVPD.

Frontier orbital gap: 4.80 eV
HOMO: -3.21 eV
F_max: 0.6 eV/A
Electronic energy: -2726.57758 hartree
Total charge: -1
LUMO energy: 1.589 eV
2S+1: 1

```
59
C26H18BaF5N6OS2 (wB97M-V/def2-TZVPD)
Ba 0.005 0.413 1.278
O -0.682 -1.798 0.879
C -1.471 -2.260 -0.022
N -2.759 -2.094 -0.064
C -3.336 -1.529 1.144
C -3.725 -0.067 1.079
C -4.936 0.305 0.493
C -5.326 1.629 0.498
C -4.502 2.571 1.098
C -3.308 2.134 1.641
N -2.925 0.856 1.631
C -0.796 -3.145 -1.027
C -1.303 -4.388 -1.203
C -0.464 -5.456 -1.709
C 0.775 -5.218 -2.144
C 1.234 -3.814 -2.315
N 0.386 -2.776 -1.633
H -2.691 -1.654 2.021
H -4.268 -2.073 1.333
H -5.554 -0.459 0.043
H -6.265 1.925 0.048
H -4.767 3.619 1.136
H -2.618 2.837 2.095
H -2.277 -4.604 -0.793
H -0.818 -6.477 -1.621
H 1.464 -6.020 -2.377
H 1.319 -3.549 -3.377
C 5.036 0.704 4.463
S 4.746 2.089 3.355
C 3.042 1.908 2.906
S 2.057 0.721 3.628
N 2.768 2.888 2.074
N 1.587 2.771 1.422
C 1.117 3.807 0.841
C -0.030 3.763 -0.095
C -0.381 4.950 -0.744
C -1.388 4.927 -1.693
C -2.018 3.727 -1.987
C -1.620 2.594 -1.296
N -0.671 2.618 -0.369
H 6.086 0.775 4.749
H 4.864 -0.247 3.965
H 4.414 0.758 5.354
H 1.606 4.776 0.946
H 0.144 5.866 -0.513
H -1.667 5.837 -2.208
H -2.794 3.663 -2.737
H -2.084 1.632 -1.490
F 1.152 0.228 -1.112
C 2.051 -0.833 -1.263
C 1.599 -2.118 -1.181
C 2.472 -3.261 -1.559
F 2.786 -4.166 -0.468
C 3.682 -2.845 -2.255
F 4.303 -3.751 -3.076
C 4.125 -1.567 -2.186
F 5.340 -1.246 -2.686
C 3.342 -0.525 -1.650
F 3.938 0.648 -1.269
```

=====

Listing relative energy (zero: lowest compared OMol25 entry of this formula, charge and spin) for the structures above in their given order: 0.00 0.00 kJ/mol.